# 1
ORCA calculation (ωB97M-V/def2-TZVPD) on one molecule with the formula C4H4O2 in a non-equilibrium geometry.

Results
**HOMO energy**: -10.105 eV
**SMILES string**: C#C[C@@H](O)C=O
**HOMO-LUMO gap**: 10.70 eV

Geometry (Å):
O  -0.859  -1.351  -0.443
C  -0.269  -0.235  0.140
C  0.956  -0.610  0.932
O  1.194  -1.767  1.189
C  -0.240  0.917  -0.738
C  -0.529  1.941  -1.301
H  -0.452  -2.127  -0.017
H  -0.832  0.323  0.927
H  1.508  0.236  1.373
H  -0.478  2.673  -2.062

Force components x, y, z for each atom (eV/Å):
O -0.177 0.032 0.302
C -0.114 0.313 0.326
C 0.121 -0.284 0.193
O 0.006 0.615 -0.243
C 0.039 0.405 -0.514
C 0.825 -0.621 -0.411
H -0.049 0.190 -0.066
H -0.559 -1.068 0.465
H 0.203 -0.089 -0.054
H -0.293 0.508 0.003



# 2
ORCA calculation (ωB97M-V/def2-TZVPD) on C4H4O2 as an isolated structure in a non-equilibrium geometry.

Results
**HOMO energy**: -7.942 eV
**HOMO-LUMO gap**: 7.29 eV

Geometry (Å):
C  -0.215  0.785  0.181
C  0.914  0.187  0.112
C  -1.478  1.193  0.203
C  2.128  -0.007  -0.123
O  -2.414  0.576  -0.564
O  3.216  -0.301  -0.294
H  -1.601  2.133  0.824
H  1.644  -2.939  0.177
H  -3.373  0.665  -0.468
H  1.178  -2.291  -0.047

Force components x, y, z for each atom (eV/Å):
C -1.354 -0.692 -0.496
C -2.459 1.166 0.836
C 1.053 1.404 1.305
C 0.251 -0.037 -0.368
O -0.003 -0.598 -0.918
O 2.512 -0.509 -0.292
H -0.649 -1.192 -0.923
H -1.349 1.839 -0.692
H 0.690 0.693 0.842
H 1.308 -2.075 0.705



# 3
ORCA calculation (ωB97M-V/def2-TZVPD) on one molecule with the formula C4H4O2.

Results
**HOMO energy**: -10.258 eV
**HOMO-LUMO gap**: 11.14 eV

Geometry (Å):
O  0.792  0.769  -1.488
C  1.467  0.387  -0.567
O  1.054  -0.412  0.427
C  -0.321  -0.752  0.410
C  -1.095  0.252  1.506
C  -1.524  0.651  0.395
H  2.522  0.641  -0.415
H  -0.626  -0.890  -0.634
H  -0.420  -1.710  0.908
H  -1.850  1.065  -0.541

Force components x, y, z for each atom (eV/Å):
O 0.218 -0.183 0.402
C -0.108 0.183 -0.316
O 0.089 0.129 -0.071
C 0.197 -0.455 -0.188
C -0.369 0.334 -0.449
C 0.138 -0.096 0.405
H -0.049 -0.020 -0.016
H -0.068 0.028 0.099
H -0.069 0.094 -0.012
H 0.022 -0.015 0.147



# 4
ORCA calculation (ωB97M-V/def2-TZVPD) on one molecule with the formula C4H4O2.

Results
**HOMO energy**: -10.156 eV
**SMILES string**: O=CC#CCO
**HOMO-LUMO gap**: 9.73 eV

Geometry (Å):
O  -1.838  -0.168  1.330
C  -1.182  0.370  0.220
C  -0.518  -0.751  -0.640
C  0.657  -0.377  -0.507
C  1.972  -0.062  -0.034
O  2.217  0.819  0.761
H  -1.632  -1.108  1.386
H  -0.393  1.071  0.544
H  -1.851  0.941  -0.425
H  2.717  -0.743  -0.462

Force components x, y, z for each atom (eV/Å):
O -0.171 -0.186 0.085
C -0.069 0.703 0.113
C 0.558 0.396 0.124
C 0.033 -0.650 -0.423
C 0.363 0.050 0.101
O -0.197 -0.397 -0.493
H -0.118 0.149 -0.006
H -0.668 0.135 0.380
H -0.197 -0.222 0.021
H 0.465 0.023 0.098



# 5
ORCA calculation (ωB97M-V/def2-TZVPD) on one molecule with the formula C4H4O2 in a non-equilibrium geometry.

Results
**HOMO energy**: -8.299 eV
**SMILES string**: Oc1ccco1
**HOMO-LUMO gap**: 9.08 eV

Geometry (Å):
C  -0.480  -0.701  -0.347
C  0.564  -0.041  -0.916
C  0.961  0.920  0.007
C  0.122  0.904  1.069
H  -1.914  -1.982  0.035
H  1.070  -0.206  -1.897
H  1.946  1.405  0.033
H  -0.137  1.541  1.906
O  -1.324  -1.741  -0.717
O  -0.807  -0.100  0.827

Force components x, y, z for each atom (eV/Å):
C -1.533 -0.121 0.390
C 0.277 -1.871 -2.147
C 1.607 1.476 1.785
C -0.849 -0.579 -0.639
H 0.765 0.516 -0.640
H -0.712 -0.160 1.156
H -0.834 0.253 -0.421
H 0.508 -0.279 -0.071
O 0.814 0.970 0.652
O -0.043 -0.205 -0.066



# 6
ORCA calculation (ωB97M-V/def2-TZVPD) on one molecule with the formula C4H4O2S in a non-equilibrium geometry.

Results
**HOMO energy**: -7.702 eV
**SMILES string**: Oc1ccc(S)o1
**HOMO-LUMO gap**: 8.39 eV

Geometry (Å):
C  1.155  -0.515  -0.007
C  1.023  0.836  -0.034
C  -0.385  1.137  0.047
C  -1.016  -0.091  0.116
H  1.878  -2.153  -0.165
H  1.860  1.525  -0.156
H  -0.863  2.128  0.140
H  -3.255  0.338  -0.068
O  2.260  -1.270  -0.014
O  -0.031  -1.108  0.175
S  -2.625  -0.827  -0.035

Force components x, y, z for each atom (eV/Å):
C -0.005 2.033 0.600
C 0.654 0.284 -0.257
C -0.876 -1.079 0.338
C 1.118 0.070 0.148
H 0.810 -0.118 0.061
H -0.494 -0.235 0.125
H 0.374 -0.867 -0.373
H -0.213 0.320 -0.009
O -0.964 -0.880 -0.146
O -1.031 0.282 -0.733
S 0.626 0.190 0.248



no.,lowest unoccupied orbital energy (eV),calculated total energy (eV)
1,0.6,-8304.6698
2,-0.6,-8302.7001
3,0.9,-8303.1436
4,-0.4,-8302.8774
5,0.8,-8306.4641
6,0.7,-19141.7240